197
Properties=species:S:1:pos:R:3:lowdin_charge:R:1 method="wB97M-V/def2-TZVPD" energy_ha=-4379.6087 homo_energy_ev=-9.778 orbital_gap_ev=9.97 e_above_lowest_kcal_mol=6.1
C 5.948 -26.788 1.837 -0.23
C 5.784 -28.161 1.198 -0.19
O 6.933 -29.009 1.347 -0.11
O 4.691 -26.089 1.883 -0.09
H 6.714 -26.261 1.260 0.09
H 6.248 -26.862 2.860 0.10
H 5.455 -27.972 0.180 0.10
H 5.014 -28.638 1.705 0.10
H 7.441 -29.030 0.489 0.09
H 4.743 -25.318 1.197 0.10
C 7.123 -27.345 5.954 -0.26
C 8.245 -28.239 5.493 -0.21
O 9.374 -27.422 5.267 -0.07
O 7.107 -26.932 7.304 -0.05
H 6.202 -27.900 5.780 0.13
H 7.118 -26.486 5.286 0.09
H 7.940 -28.776 4.603 0.09
H 8.416 -29.060 6.246 0.15
H 10.122 -27.828 4.849 0.03
H 7.953 -26.509 7.481 0.06
C 4.385 -22.272 0.504 -0.22
C 3.141 -22.231 1.396 -0.28
O 3.460 -22.026 2.723 -0.04
O 5.158 -23.461 0.643 -0.11
H 4.903 -21.384 0.739 0.10
H 3.951 -22.239 -0.555 0.14
H 2.563 -23.137 1.242 0.12
H 2.448 -21.471 0.962 0.13
H 3.583 -22.865 3.173 0.06
H 6.085 -23.296 0.345 0.03
C 14.348 -23.268 -2.995 -0.26
C 13.427 -22.528 -2.070 -0.23
O 12.271 -23.373 -1.827 -0.12
O 13.851 -23.397 -4.301 -0.05
H 14.634 -24.208 -2.462 0.13
H 15.166 -22.567 -3.079 0.12
H 13.176 -21.522 -2.470 0.12
H 13.964 -22.356 -1.163 0.10
H 11.768 -23.032 -1.044 0.04
H 13.345 -24.218 -4.344 0.05
C 8.244 -22.175 -0.825 -0.21
C 7.700 -20.738 -0.890 -0.16
O 8.041 -20.145 0.391 -0.07
O 7.686 -22.960 0.175 -0.05
H 9.283 -22.117 -0.629 0.10
H 8.081 -22.579 -1.811 0.12
H 6.646 -20.699 -1.087 0.11
H 8.204 -20.176 -1.692 0.12
H 7.500 -19.378 0.477 0.08
H 8.367 -23.488 0.577 0.06
C 6.629 -32.677 1.979 -0.19
C 7.426 -31.932 3.026 -0.25
O 6.850 -30.737 3.542 -0.10
O 6.535 -31.881 0.783 -0.09
H 5.569 -32.795 2.391 0.14
H 7.047 -33.638 1.685 0.12
H 8.392 -31.551 2.670 0.12
H 7.667 -32.618 3.861 0.13
H 7.023 -29.933 2.993 0.05
H 6.342 -30.994 1.062 0.04
C 6.432 -25.906 -2.451 -0.24
C 5.195 -26.646 -3.010 -0.17
O 4.854 -27.805 -2.148 -0.09
O 6.380 -25.729 -1.059 -0.08
H 6.492 -24.910 -3.049 0.15
H 7.368 -26.483 -2.727 0.10
H 5.509 -27.147 -3.899 0.10
H 4.397 -25.923 -3.136 0.12
H 3.915 -27.777 -1.934 0.09
H 6.306 -24.796 -0.751 0.08
C 12.913 -23.364 8.471 -0.22
C 13.509 -24.787 8.287 -0.24
O 14.793 -24.792 7.665 -0.06
O 12.815 -22.779 7.162 -0.07
H 13.581 -22.934 9.174 0.10
H 11.939 -23.470 8.954 0.11
H 12.762 -25.309 7.622 0.11
H 13.473 -25.320 9.235 0.12
H 14.620 -24.890 6.736 0.03
H 13.747 -22.842 6.877 0.08
C 9.414 -23.608 6.787 -0.20
C 10.242 -24.196 5.715 -0.21
O 9.436 -24.677 4.615 -0.10
O 8.411 -24.494 7.357 -0.05
H 9.022 -22.648 6.526 0.10
H 10.141 -23.412 7.571 0.10
H 10.942 -24.993 6.055 0.12
H 10.835 -23.328 5.439 0.11
H 9.097 -25.561 4.905 0.07
H 7.599 -23.967 7.361 0.08
C 11.054 -26.682 -3.549 -0.21
C 9.737 -26.302 -4.294 -0.25
O 9.865 -26.031 -5.652 -0.06
O 12.087 -25.705 -3.499 -0.07
H 11.452 -27.652 -3.839 0.12
H 10.744 -26.829 -2.504 0.09
H 9.249 -25.437 -3.863 0.10
H 9.008 -27.148 -4.233 0.12
H 10.619 -25.440 -5.729 0.07
H 11.801 -25.136 -2.790 0.05
C 13.756 -28.015 -0.794 -0.26
C 14.862 -27.691 -1.898 -0.23
O 15.881 -28.656 -1.902 -0.06
O 14.234 -28.441 0.425 -0.05
H 13.169 -28.814 -1.267 0.11
H 13.112 -27.094 -0.690 0.12
H 15.349 -26.751 -1.622 0.11
H 14.402 -27.580 -2.885 0.11
H 15.754 -29.269 -2.622 0.09
H 14.933 -29.052 0.270 0.07
C 9.299 -20.532 3.852 -0.25
C 8.734 -19.917 5.070 -0.23
O 7.767 -18.926 4.717 -0.05
O 8.256 -21.323 3.294 -0.08
H 10.072 -21.231 4.062 0.08
H 9.627 -19.792 3.129 0.13
H 9.524 -19.406 5.604 0.13
H 8.298 -20.732 5.633 0.09
H 7.132 -19.270 4.089 0.07
H 8.194 -21.072 2.329 0.07
C 14.169 -28.055 6.805 -0.20
C 14.961 -29.330 6.964 -0.25
O 14.514 -30.233 6.001 -0.04
O 12.772 -28.425 6.856 -0.10
H 14.411 -27.551 5.844 0.13
H 14.323 -27.358 7.676 0.12
H 14.853 -29.713 7.957 0.12
H 15.991 -29.052 6.800 0.12
H 13.552 -30.235 6.059 0.07
H 12.261 -27.611 6.999 0.09
C 10.785 -22.523 -5.558 -0.23
C 10.664 -21.568 -4.426 -0.24
O 9.318 -21.115 -4.277 -0.09
O 10.712 -21.914 -6.888 -0.08
H 10.020 -23.333 -5.571 0.12
H 11.696 -23.095 -5.482 0.09
H 11.346 -20.714 -4.537 0.13
H 10.938 -22.015 -3.421 0.12
H 9.132 -20.463 -4.979 0.09
H 9.972 -22.314 -7.402 0.10
C 5.987 -23.696 4.701 -0.26
C 5.775 -22.578 5.611 -0.29
O 4.891 -22.875 6.649 -0.03
O 4.728 -24.183 4.291 -0.09
H 6.475 -24.479 5.332 0.11
H 6.582 -23.411 3.818 0.13
H 5.449 -21.708 5.008 0.13
H 6.745 -22.300 6.019 0.09
H 4.392 -23.651 6.305 0.10
H 4.911 -24.951 3.660 0.10
C 10.246 -26.077 0.480 -0.20
C 9.644 -25.718 1.862 -0.19
O 9.561 -24.318 1.973 -0.09
O 9.472 -25.586 -0.623 -0.07
H 10.299 -27.169 0.391 0.11
H 11.254 -25.722 0.334 0.10
H 10.257 -26.109 2.678 0.11
H 8.670 -26.248 1.965 0.12
H 9.262 -24.011 2.838 0.08
H 8.619 -26.047 -0.559 0.07
C 9.157 -31.170 -1.819 -0.25
C 8.747 -29.730 -2.139 -0.23
O 7.591 -29.291 -1.458 -0.07
O 9.085 -31.369 -0.454 -0.07
H 10.151 -31.391 -2.149 0.11
H 8.416 -31.826 -2.351 0.14
H 8.633 -29.731 -3.222 0.12
H 9.512 -29.040 -1.833 0.10
H 6.865 -29.112 -2.076 0.09
H 8.146 -31.481 -0.202 0.05
C 13.858 -25.722 2.588 -0.06
C 13.157 -25.021 3.714 -0.36
O 13.829 -24.599 4.842 -0.06
H 14.296 -26.660 2.953 0.08
H 14.750 -25.141 2.186 0.10
H 13.161 -25.949 1.819 0.05
H 12.396 -25.763 3.984 0.10
H 12.531 -24.260 3.268 0.09
H 14.439 -23.867 4.627 0.12
C 12.225 -21.424 2.480 -0.07
C 11.414 -21.488 1.160 -0.23
O 11.403 -22.815 0.566 -0.14
H 11.783 -22.015 3.268 0.04
H 12.325 -20.379 2.720 0.07
H 13.263 -21.713 2.384 0.07
H 11.910 -20.839 0.412 0.12
H 10.403 -21.070 1.294 0.09
H 10.863 -23.447 1.133 0.08
C 11.343 -29.458 2.147 -0.06
C 11.746 -29.701 3.575 -0.29
O 11.752 -28.448 4.243 -0.11
H 10.283 -29.060 2.104 0.09
H 11.330 -30.386 1.536 0.09
H 12.048 -28.815 1.709 0.03
H 12.750 -30.093 3.713 0.11
H 11.110 -30.424 4.046 0.10
H 12.117 -28.458 5.145 0.04